Below is a cluster of 6 separate species, C41H50ClNO2 in total, with properties calculated with wB97M-V/def2-TZVPD.

Geometry as XYZ:
```
95
Properties=species:S:1:pos:R:3
C 4.8788 -3.9697 0.4630
C 3.6331 -3.3292 -0.1704
C 3.6077 -1.7891 -0.0300
C 2.4652 -1.2045 0.8287
C 2.2633 -2.0530 2.0859
C 1.1584 -0.8666 0.0753
N 1.4689 -0.1530 -1.1718
C 1.3842 -0.9752 -2.2585
O 1.6884 -0.7096 -3.3366
C 0.8346 -2.3606 -1.8181
Cl -0.5243 -2.7762 -2.9196
C 0.2420 -1.9542 -0.4771
C -0.4037 -3.0028 0.4515
C -0.0001 -4.4557 0.2105
O 0.1117 -5.1490 1.4528
H 4.6532 -4.2902 1.4751
H 5.2218 -4.8136 -0.1207
H 5.7031 -3.2655 0.5165
H 3.7012 -3.5648 -1.2315
H 2.7422 -3.8215 0.1969
H 3.6880 -1.3321 -1.0106
H 4.5208 -1.5181 0.4907
H 2.8394 -0.2495 1.1975
H 1.7858 -3.0051 1.9015
H 3.2619 -2.2867 2.4532
H 1.7931 -1.4915 2.8840
H 0.5366 -0.2471 0.7221
H 2.3069 0.4116 -1.1536
H 1.5480 -3.1655 -1.8203
H -0.6109 -1.3705 -0.8225
H -1.4714 -2.9466 0.2735
H -0.2798 -2.7098 1.4838
H -0.7877 -4.9431 -0.3575
H 0.9097 -4.5843 -0.3689
H -0.5851 -5.8108 1.5189
C -2.4816 -9.2668 -1.8059
C -1.9585 -8.1025 -2.3512
C -0.6497 -7.7330 -2.0730
C 0.1389 -8.5316 -1.2556
C -0.3837 -9.6975 -0.7128
C -1.6949 -10.0632 -0.9849
H -3.5032 -9.5539 -2.0207
H -2.5712 -7.4820 -2.9932
H -0.2436 -6.8211 -2.4940
H 1.1611 -8.2449 -1.0417
H 0.2315 -10.3214 -0.0767
H -2.1037 -10.9702 -0.5577
C 2.2598 2.3261 2.5732
C 3.3264 3.1644 2.8665
C 3.4530 3.7063 4.1379
C 2.5177 3.4028 5.1177
C 1.4529 2.5612 4.8245
C 1.3216 2.0257 3.5510
H 2.1588 1.9067 1.5797
H 4.0591 3.3962 2.1037
H 4.2812 4.3652 4.3659
H 2.6196 3.8226 6.1106
H 0.7237 2.3233 5.5894
H 0.4878 1.3735 3.3207
C -0.7975 7.3767 8.6307
C -0.2659 6.1512 9.0069
C 0.1991 5.2703 8.0402
C 0.1404 5.6184 6.6976
C -0.3884 6.8455 6.3219
C -0.8608 7.7231 7.2878
H -1.1630 8.0627 9.3845
H -0.2145 5.8821 10.0545
H 0.6084 4.3110 8.3339
H 0.5066 4.9331 5.9444
H -0.4326 7.1176 5.2747
H -1.2778 8.6782 6.9943
C -2.3587 0.0509 -3.6116
C -3.5635 0.1040 -4.3001
C -4.3637 1.2355 -4.2156
C -3.9546 2.3182 -3.4490
C -2.7488 2.2677 -2.7629
C -1.9528 1.1329 -2.8412
H -1.7315 -0.8312 -3.6703
H -3.8793 -0.7383 -4.9032
H -5.3058 1.2746 -4.7486
H -4.5760 3.2031 -3.3868
H -2.4292 3.1142 -2.1675
H -1.0124 1.0918 -2.3026
C -2.0570 6.3917 -7.3235
C -1.8611 5.1888 -6.6589
C -2.8911 4.6297 -5.9147
C -4.1202 5.2706 -5.8435
C -4.3177 6.4720 -6.5106
C -3.2850 7.0346 -7.2476
H -1.2521 6.8287 -7.9013
H -0.9041 4.6860 -6.7200
H -2.7365 3.6950 -5.3920
H -4.9260 4.8326 -5.2673
H -5.2776 6.9705 -6.4557
H -3.4373 7.9741 -7.7640
```

Output
- SMILES = CCC[C@H](C)[C@H]1NC(=O)[C@H](Cl)[C@H]1CCO.c1ccccc1.c1ccccc1.c1ccccc1.c1ccccc1.c1ccccc1
- orbital gap (eV) = 9.68
- net charge = 0
- M (g/mol) = 624.31
- HOMO energy (eV) = -9.157
- E (eV) = -61435.0658
- lowest unoccupied orbital energy (eV) = 0.5

Below is a cluster of 3 separate species, C41H50O13 in total, with properties calculated with wB97M-V/def2-TZVPD.

Geometry as XYZ:
```
104
Properties=species:S:1:pos:R:3
C -4.7821 -2.2960 3.4678
C -4.0636 -3.6884 2.9841
C -2.4034 -3.5180 3.0796
O -1.7430 -4.7182 3.6180
C -0.3483 -4.3968 4.0688
C 0.4954 -4.0513 2.7069
C 0.6790 -5.3096 1.6228
C 1.5042 -5.1439 0.1865
C 2.0955 -3.6370 -0.1372
C 1.9100 -2.3849 0.9494
C 1.1258 -2.5667 2.4137
C 1.0268 -1.2725 3.4686
O 1.1451 -1.4319 4.8064
C 0.8263 0.2294 2.7616
C -0.0521 1.4533 3.4655
C -0.7430 1.2664 4.9403
O -2.0384 1.9400 5.1154
C -3.0574 1.0593 5.7052
C -4.5638 1.1088 4.9802
O -2.9147 0.2714 6.7734
C -0.1465 2.8760 2.6047
C -0.9269 4.2176 3.1322
C -0.3727 4.8368 4.5452
C 1.1849 5.3731 4.4943
C 1.4978 6.4425 3.2875
C 0.7041 7.8478 2.9981
C 1.1062 8.8842 1.7526
C 2.3606 8.5179 0.7313
C 3.1838 7.1003 1.0470
C 2.7708 6.0769 2.2904
C 0.5940 3.0072 1.1109
C 1.4598 1.7834 0.4208
C 2.1074 2.0774 -1.0591
C 0.8802 2.5602 -2.0851
O 0.6805 1.5911 -3.2111
C -0.7955 1.4580 -3.4419
O -1.5934 2.4923 -3.7736
C 1.5892 0.3910 1.2820
C 2.4937 -0.8559 0.6551
O 3.6474 -0.6848 -0.0135
H -5.9426 -2.4449 3.4181
H -4.3908 -1.9326 4.5147
H -4.5136 -1.4478 2.6835
H -4.4514 -4.6585 3.5115
H -4.3318 -3.8154 1.8284
H -2.0876 -2.6077 3.7467
H -2.0716 -3.2455 1.9681
H -0.3976 -3.5361 4.8598
H 0.0643 -5.4195 4.5168
H 0.2303 -6.3935 1.8394
H 1.6401 -6.0801 -0.5399
H 2.6794 -3.4881 -1.1678
H -0.9545 0.0975 5.0599
H 0.0618 1.5550 5.7422
H -4.5172 0.4263 4.0309
H -4.6583 2.2294 4.5799
H -5.3923 0.8251 5.7563
H -2.0663 3.9056 3.3019
H -0.9325 5.0291 2.2877
H -1.0373 5.8037 4.7657
H -0.5549 4.1283 5.4831
H 1.8768 4.4263 4.5026
H 1.3557 5.9651 5.5129
H -0.1809 8.1706 3.6937
H 0.5089 9.8942 1.5789
H 2.6556 9.2160 -0.1859
H 4.1029 6.8176 0.3451
H 3.4394 5.1034 2.4053
H 0.5118 4.0186 0.5271
H 2.5710 1.1237 -1.5579
H 2.8648 2.9868 -0.9723
H 1.0830 3.6179 -2.5551
H -0.1635 2.6271 -1.5468
H -1.3227 0.4030 -3.3704
C 2.9127 -11.0212 -4.1766
C 3.0920 -9.5128 -4.1551
O 2.6231 -8.9599 -2.9191
C 3.4523 -9.1082 -1.8579
O 4.5448 -9.6554 -1.8688
O 2.8476 -8.5683 -0.7699
C 3.5744 -8.7470 0.4432
H 1.8748 -11.2888 -3.9546
H 3.1836 -11.4291 -5.1547
H 3.5345 -11.5062 -3.4185
H 2.4888 -9.0655 -4.9522
H 4.1333 -9.2256 -4.3396
H 4.6041 -8.3890 0.3479
H 3.5573 -9.8021 0.7343
H 3.0792 -8.1645 1.2252
C -2.9928 6.2175 -9.3248
C -2.3824 5.1222 -10.1825
O -1.3849 4.3975 -9.4524
C -1.8530 3.4881 -8.5637
O -3.0281 3.2357 -8.3435
O -0.7905 2.9235 -7.9369
C -1.1482 2.0144 -6.8988
H -2.2116 6.8631 -8.9113
H -3.6849 6.8280 -9.9118
H -3.5405 5.7984 -8.4756
H -1.8794 5.5751 -11.0433
H -3.1463 4.4427 -10.5768
H -1.8431 1.2500 -7.2598
H -1.5812 2.5640 -6.0569
H -0.2376 1.5159 -6.5547
```

Output
- SMILES = CCCOCc1cccc2c1C(=O)c1c(COC(C)=O)c(CCCc3ccccc3)cc(CCOC=O)c1C2=O.CCOC(=O)OC.CCOC(=O)OC
- orbital gap (eV) = 6.82
- net charge = 0
- M (g/mol) = 750.84
- HOMO energy (eV) = -8.629
- E (eV) = -69911.4755
- lowest unoccupied orbital energy (eV) = -1.8

Below is a structure of composition C41H51BBrN6O2PbS3, with properties calculated with wB97M-V/def2-TZVPD.

Geometry as XYZ:
```
106
Properties=species:S:1:pos:R:3
Pb -0.6433 0.4189 -0.3613
C -1.3802 -2.4713 4.1193
C 0.0161 -2.3790 3.5799
C 1.1159 -2.4176 4.3873
C 2.4220 -2.2909 3.8540
N 2.6007 -2.2451 2.5565
N 1.5262 -2.2420 1.7594
B 1.9036 -2.2235 0.2794
N 2.5678 -0.9779 -0.2596
N 3.3834 -2.0364 -0.0717
C 4.6645 -2.0201 -0.3236
C 5.1510 -0.7623 -0.7871
C 4.3614 0.3391 -0.9349
C 4.8920 1.6460 -1.4197
C 2.9454 0.2276 -0.6303
S 1.8515 1.5121 -0.7620
C 5.5243 -3.2430 -0.1415
C 6.6603 -2.8812 0.8338
C 6.1139 -3.6145 -1.5137
C 4.7021 -4.4097 0.4054
N 1.0993 -3.1829 -0.6104
N 1.1360 -4.3624 -0.0264
C 0.4875 -5.3759 -0.5735
C -0.1914 -5.2047 -1.7959
C -0.2312 -3.9821 -2.4148
C -0.9797 -3.7734 -3.6959
C 0.4330 -2.9043 -1.7577
S 0.3745 -1.3039 -2.3740
C 0.5181 -6.6732 0.2133
C 1.9802 -7.0380 0.5253
C -0.1472 -7.8157 -0.5539
C -0.2414 -6.4198 1.5317
C 0.2468 -2.2166 2.1886
S -1.0580 -1.9884 1.0919
C 3.6751 -2.1797 4.7129
C 4.2783 -0.7844 4.4578
C 4.6801 -3.2624 4.2977
C 3.3545 -2.3279 6.2007
H -1.3682 -2.7463 5.1719
H -1.9653 -3.2076 3.5672
H -1.8948 -1.5124 4.0115
H 0.9857 -2.5460 5.4544
H 6.2026 -0.6902 -1.0387
H 5.9562 1.5907 -1.6388
H 4.7233 2.4265 -0.6724
H 4.3564 1.9576 -2.3206
H 7.2963 -2.0825 0.4447
H 7.2892 -3.7606 0.9794
H 6.2722 -2.5732 1.8072
H 6.7165 -2.8068 -1.9362
H 5.3308 -3.8776 -2.2295
H 6.7652 -4.4806 -1.3885
H 4.2181 -4.1535 1.3522
H 5.3614 -5.2598 0.5829
H 3.9341 -4.7274 -0.3074
H -0.6961 -6.0481 -2.2492
H -1.3370 -4.7215 -4.0931
H -0.3526 -3.2882 -4.4440
H -1.8389 -3.1210 -3.5293
H 2.5420 -7.2401 -0.3922
H 1.9999 -7.9425 1.1358
H 2.4788 -6.2382 1.0780
H 0.3444 -8.0032 -1.5129
H -1.2126 -7.6350 -0.7250
H -0.0680 -8.7294 0.0352
H 0.2485 -5.6353 2.1161
H -0.2511 -7.3370 2.1240
H -1.2791 -6.1257 1.3423
H 4.5432 -0.6628 3.4049
H 5.1820 -0.6633 5.0590
H 3.5755 0.0085 4.7320
H 4.9421 -3.1691 3.2434
H 4.2790 -4.2655 4.4726
H 5.5912 -3.1559 4.8901
H 2.6731 -1.5489 6.5550
H 4.2783 -2.2309 6.7717
H 2.9305 -3.3091 6.4313
C -0.0348 4.4474 0.6676
C -0.9955 3.6087 -0.1398
C -2.1935 3.1587 0.4180
C -3.1092 2.4217 -0.3273
C -2.8369 2.1047 -1.6549
C -1.6432 2.5415 -2.2272
C -0.7357 3.2911 -1.4730
H -0.4013 5.4738 0.7394
H 0.9537 4.4861 0.2098
H 0.0622 4.0730 1.6890
H -2.4240 3.4214 1.4463
H -4.0474 2.1104 0.1199
H -3.5545 1.5492 -2.2467
H -1.4292 2.3146 -3.2667
H 0.1790 3.6487 -1.9361
Br 0.2235 2.9416 5.6346
C -1.4438 2.3463 4.9842
C -2.5997 2.6155 5.6856
C -3.7954 2.1188 5.1832
C -3.8167 1.3679 4.0119
C -2.6407 1.1295 3.3190
C -1.4363 1.6301 3.7960
C -0.1476 1.3916 3.0815
O 0.9582 1.6414 3.6924
O -0.1131 0.8855 1.9390
H -2.5812 3.1898 6.6040
H -4.7129 2.3137 5.7236
H -4.7521 0.9647 3.6452
H -2.6428 0.5389 2.4118
```

Output
- orbital gap (alpha / beta) (eV) = 6.20 / 4.23
- net charge = +3
- M (g/mol) = 1054.02
- HOMO energy (alpha / beta) (eV) = -16.125 / -15.890
- E (eV) = -164829.4894
- lowest unoccupied orbital energy (alpha / beta) (eV) = -9.9 / -11.7
- ΔE to the lowest compared entry with this formula, charge and spin (kcal per mole) = 74.4

Below is a structure of composition C41H51N2O2PRuS, with properties calculated with wB97M-V/def2-TZVPD.

Geometry as XYZ:
```
99
Properties=species:S:1:pos:R:3
Ru 0.4147 -0.3630 -0.2799
C 0.2544 2.9032 -1.7698
O 0.1608 2.0544 -0.6237
C -0.1019 2.6490 0.5814
C 0.1555 3.9870 0.8349
C -0.1760 4.5375 2.0623
C -0.7764 3.7538 3.0350
C -1.0037 2.4117 2.7929
C -0.6453 1.8294 1.5756
N -0.8201 0.4509 1.2988
N -1.2508 -0.2478 2.2746
C -1.4176 -1.5536 2.3638
C -1.0684 -2.4910 1.3129
O -0.6917 -2.1179 0.1629
C -1.2047 -3.8864 1.5871
C -1.6397 -4.3327 2.7868
C -1.9810 -3.4462 3.8564
C -2.3983 -3.9391 5.1034
C -2.7390 -3.0779 6.1172
C -2.6978 -1.6985 5.8976
C -2.2959 -1.1966 4.6805
C -1.9043 -2.0557 3.6440
H 1.2383 3.3730 -1.8324
H -0.5226 3.6660 -1.7371
H 0.0934 2.2667 -2.6358
H 0.6166 4.6047 0.0767
H 0.0272 5.5833 2.2488
H -1.0581 4.1822 3.9871
H -1.4682 1.7878 3.5386
H -0.9742 -4.5652 0.7761
H -1.7493 -5.3979 2.9541
H -2.4499 -5.0111 5.2493
H -3.0463 -3.4662 7.0789
H -2.9917 -1.0208 6.6882
H -2.2887 -0.1320 4.5052
S -0.5921 -0.3376 -2.4674
C 0.3274 -0.7945 -3.8831
C -0.0176 -0.2478 -5.1194
C 0.6826 -0.6230 -6.2542
C 1.7316 -1.5285 -6.1680
C 2.0770 -2.0721 -4.9377
C 1.3756 -1.7155 -3.7995
H -0.8317 0.4625 -5.1831
H 0.4068 -0.2030 -7.2124
H 2.2726 -1.8170 -7.0591
H 2.8874 -2.7873 -4.8705
H 1.6077 -2.1534 -2.8362
C 4.7796 -4.3660 0.6812
C 4.4830 -3.7844 -0.7095
C 3.5008 -2.6037 -0.6361
C 3.6800 -1.8376 0.6830
C 3.2520 -2.7459 1.8563
C 3.5504 -4.2287 1.5743
P 2.6700 -0.2937 0.6602
C 2.7458 0.4861 2.3446
C 1.9320 -0.2296 3.4317
C 1.6788 0.7361 4.5996
C 2.8896 1.6583 4.8357
C 4.1760 0.9730 4.3827
C 4.1733 0.7509 2.8597
C 3.5500 0.9650 -0.3955
C 3.0651 0.8654 -1.8564
C 3.8945 1.7945 -2.7352
C 5.3433 1.2750 -2.8258
C 5.7262 0.4270 -1.6031
C 5.0946 0.9871 -0.3298
H 5.6197 -3.8400 1.1438
H 5.0708 -5.4124 0.5920
H 4.0593 -4.5593 -1.3503
H 5.4157 -3.4575 -1.1740
H 2.4642 -2.9535 -0.6915
H 3.6670 -1.9515 -1.4943
H 4.7299 -1.5529 0.7824
H 2.1797 -2.6282 2.0408
H 3.7804 -2.4386 2.7599
H 2.6972 -4.6989 1.0786
H 3.7018 -4.7518 2.5186
H 2.2489 1.4500 2.1649
H 2.4868 -1.0918 3.7984
H 0.9851 -0.6010 3.0403
H 1.4666 0.1546 5.4989
H 0.7985 1.3431 4.3926
H 2.9599 1.9247 5.8903
H 2.7637 2.5927 4.2803
H 4.2700 0.0161 4.9019
H 5.0449 1.5711 4.6586
H 4.8282 -0.0928 2.6260
H 4.5799 1.6332 2.3621
H 3.1694 1.9135 0.0031
H 2.0009 1.1113 -1.9121
H 3.1765 -0.1514 -2.2360
H 3.8795 2.7988 -2.3003
H 3.4575 1.8672 -3.7317
H 6.0261 2.1223 -2.9072
H 5.4680 0.6782 -3.7308
H 6.8111 0.4130 -1.4942
H 5.4104 -0.6103 -1.7438
H 5.4236 2.0222 -0.2091
H 5.4650 0.4435 0.5387
```

Output
- orbital gap (alpha / beta) (eV) = 5.96 / 5.56
- net charge = +1
- multiplicity = 2
- M (g/mol) = 767.98
- HOMO energy (alpha / beta) (eV) = -10.240 / -10.039
- E (eV) = -73119.5488
- lowest unoccupied orbital energy (alpha / beta) (eV) = -4.3 / -4.5
- ΔE to the lowest compared entry with this formula, charge and spin (kcal per mole) = 38.8